A molecular structure, C35H94N11O15V at a distorted geometry. Source: the Open Molecules 2025 dataset; level of theory: wB97M-V/def2-TZVPD.

Calculated values
Spin multiplicity   3
Electronic energy   -110595.5582 eV
Total charge   +2
Lowest unoccupied orbital energy (alpha / beta)   -3.64 / -3.65 eV
HOMO level (alpha / beta)   -0.440 / -0.440 Eh

Last column: Mulliken charge in e.
Cartesian coordinates (Å):
V  -31.278  5.446  2.786  0.8909
C  -29.273  7.643  0.932  0.6156
C  -30.839  7.710  0.940  -0.5572
O  -31.318  7.097  2.137  -0.3336
H  -28.883  8.267  1.710  -0.3956
H  -28.983  7.965  -0.059  -0.1163
H  -29.035  6.580  1.142  -0.1928
H  -31.131  7.118  0.066  -0.0731
H  -31.278  8.686  0.834  0.6867
C  -31.756  7.091  5.492  0.5726
O  -31.757  6.002  4.911  -0.7559
N  -31.229  7.206  6.775  -0.3688
N  -32.159  8.201  4.822  -0.2749
H  -31.332  8.119  7.222  0.2205
H  -31.235  6.392  7.387  0.2582
H  -32.271  8.040  3.801  0.0257
H  -31.986  9.139  5.102  0.1152
C  -28.531  5.789  3.748  0.7001
O  -29.523  5.076  3.398  -0.6404
N  -28.611  7.023  4.182  0.4112
N  -27.296  5.160  3.686  -0.2684
H  -29.473  7.480  4.061  -0.2622
H  -27.802  7.622  4.419  0.1394
H  -26.424  5.610  3.816  0.1052
H  -27.357  4.183  3.658  0.2070
C  -30.360  3.946  0.230  -0.3667
O  -30.889  4.763  0.943  1.1560
N  -30.108  2.734  0.769  -0.0899
N  -30.109  4.179  -1.066  0.3581
H  -30.600  2.423  1.657  0.1619
H  -29.784  1.940  0.170  0.2350
H  -29.592  3.453  -1.544  0.3365
H  -30.179  5.158  -1.530  0.0903
C  -26.916  11.292  0.106  -0.5333
O  -25.871  10.359  -0.109  -0.1935
C  -24.577  10.836  0.106  -0.6115
C  -24.056  10.876  1.576  -0.3152
N  -23.708  9.509  2.134  -0.2898
C  -24.808  8.591  2.226  -1.2387
C  -25.787  8.933  3.299  1.0570
O  -25.858  7.966  4.389  -0.4736
C  -24.656  8.049  5.184  -0.8903
H  -26.904  12.096  -0.577  0.4269
H  -26.851  11.717  1.109  0.2538
H  -27.829  10.751  -0.059  -0.0446
H  -24.341  11.825  -0.194  0.4878
H  -23.851  10.204  -0.526  0.2335
H  -24.840  11.305  2.265  -0.0595
H  -23.167  11.589  1.618  0.3844
H  -22.931  9.071  1.580  0.3167
H  -24.248  7.650  2.462  0.6095
H  -25.330  8.409  1.275  0.2352
H  -26.732  8.882  2.866  -0.3047
H  -25.545  9.973  3.667  -0.2146
H  -24.506  9.081  5.562  0.2481
H  -23.805  7.821  4.470  0.3409
H  -24.666  7.307  6.005  0.3069
C  -35.856  7.347  -0.346  -0.7426
O  -35.792  5.971  -0.012  -0.4199
C  -34.429  5.591  0.043  -0.1836
C  -34.416  4.085  0.123  -0.9165
N  -34.991  3.620  1.422  0.3324
C  -35.571  2.187  1.404  -0.6948
C  -36.028  1.835  2.800  -0.4884
O  -37.104  2.750  3.126  -0.3677
C  -37.269  3.045  4.500  -0.6917
H  -36.907  7.604  -0.258  0.2999
H  -35.542  7.461  -1.387  0.3079
H  -35.327  7.976  0.351  0.2671
H  -33.834  6.104  0.834  -0.0684
H  -33.910  5.763  -0.878  0.5627
H  -33.443  3.670  0.047  0.3350
H  -35.150  3.633  -0.600  0.4451
H  -35.834  4.118  1.689  0.4934
H  -34.795  1.515  1.065  0.4008
H  -36.453  2.167  0.723  0.4232
H  -35.280  1.958  3.546  0.3321
H  -36.333  0.811  2.763  0.4259
H  -37.941  2.389  5.094  0.2955
H  -37.695  4.077  4.624  0.2490
H  -36.307  3.003  5.004  0.2997
C  -29.471  0.598  -2.187  -0.9284
O  -28.931  1.755  -1.589  -0.3712
C  -27.529  1.645  -1.336  -0.7207
C  -27.060  1.226  0.088  -0.2978
N  -25.624  1.311  -0.069  -0.2090
C  -24.667  1.137  1.043  -0.6227
C  -24.158  -0.201  1.427  -0.5605
O  -23.689  -0.801  0.280  -0.3510
C  -23.133  -2.132  0.482  -0.7554
H  -30.439  0.894  -2.528  0.3194
H  -29.605  -0.172  -1.394  0.2750
H  -28.926  0.156  -3.011  0.3251
H  -27.175  2.589  -1.494  0.4005
H  -27.028  1.066  -2.145  0.3704
H  -27.488  0.283  0.377  0.3079
H  -27.358  1.904  0.882  0.1398
H  -25.252  0.600  -0.650  0.2559
H  -25.041  1.480  2.044  0.1763
H  -23.731  1.639  0.685  0.3285
H  -24.862  -0.887  1.966  0.3763
H  -23.351  -0.030  2.161  0.4076
H  -22.557  -2.511  -0.271  0.3003
H  -23.922  -2.887  0.703  0.2827
H  -22.497  -2.083  1.383  0.2895
C  -30.456  4.824  -4.025  -0.9721
O  -29.984  5.985  -3.301  -0.2371
C  -29.080  6.783  -4.021  -1.0378
C  -28.396  7.823  -3.109  -0.4616
N  -29.230  8.840  -2.498  0.0490
C  -30.132  9.499  -3.454  -1.0888
C  -29.602  10.309  -4.591  -0.2449
O  -30.051  9.768  -5.854  -0.2982
C  -30.273  10.679  -6.957  -0.7206
H  -31.333  4.372  -3.572  0.2035
H  -29.643  4.135  -3.870  0.3365
H  -30.689  5.045  -5.067  0.4401
H  -29.572  7.116  -4.948  0.4556
H  -28.218  6.174  -4.326  0.4009
H  -27.585  8.154  -3.810  0.3729
H  -27.896  7.204  -2.316  0.3212
H  -28.673  9.573  -2.132  -0.0509
H  -30.921  10.146  -2.923  0.4073
H  -30.707  8.754  -3.993  0.4050
H  -28.503  10.604  -4.572  0.2604
H  -30.133  11.318  -4.516  0.4156
H  -29.491  10.494  -7.712  0.2559
H  -30.169  11.726  -6.661  0.3304
H  -31.269  10.483  -7.374  0.2231
C  -32.024  12.061  2.782  -0.7066
O  -31.618  11.306  3.990  -0.4136
C  -30.174  11.169  4.155  0.0866
C  -29.741  11.090  5.685  -0.7281
N  -28.339  10.676  5.772  -0.1437
C  -27.305  11.383  5.075  -0.2708
C  -27.183  12.916  5.374  -0.9638
O  -28.340  13.614  4.845  -0.1686
C  -28.302  15.047  5.247  -0.7792
H  -31.582  11.598  1.869  0.2532
H  -31.844  13.108  2.850  0.3144
H  -33.116  11.982  2.705  0.2890
H  -29.688  12.091  3.680  0.5235
H  -29.808  10.259  3.777  -0.1537
H  -30.317  10.313  6.165  0.3293
H  -30.027  12.051  6.168  0.2381
H  -28.119  10.504  6.725  0.2812
H  -27.441  11.340  4.003  -0.2482
H  -26.426  10.867  5.356  0.6061
H  -26.269  13.390  4.911  0.4482
H  -27.096  12.970  6.435  0.4609
H  -27.518  15.596  4.680  0.2782
H  -28.088  15.153  6.332  0.3115
H  -29.320  15.461  5.015  0.2438
O  -32.882  4.494  2.987  -1.1763
H  -34.292  3.831  2.160  0.1960
H  -33.089  4.770  3.900  0.1706